No. 1
Computed, not measured: one molecule with the formula C6H12O, with wB97M-V/def2-TZVPD.

```
19
Properties=species:S:1:pos:R:3:forces:R:3
C -1.807 -1.034 -0.682 -0.02 -0.04 0.00
C -0.795 0.020 -0.223 0.06 0.02 -0.05
C -1.453 1.118 0.613 -0.02 0.04 0.04
C 0.296 -0.626 0.600 -0.21 0.08 0.10
O 1.176 -1.530 -0.052 0.06 -0.25 -0.15
C 1.736 -0.340 0.494 0.11 0.20 0.13
C 2.367 0.616 -0.485 -0.05 -0.03 -0.08
H -2.593 -0.579 -1.296 0.12 -0.05 0.10
H -1.318 -1.813 -1.275 -0.05 0.11 0.10
H -2.293 -1.515 0.177 0.09 0.08 -0.10
H -0.347 0.467 -1.118 -0.05 -0.06 0.13
H -1.882 0.691 1.530 0.04 0.08 -0.14
H -2.262 1.610 0.063 0.13 -0.08 0.06
H -0.721 1.878 0.909 -0.13 -0.08 -0.04
H -0.063 -0.995 1.568 0.07 0.05 -0.13
H 2.331 -0.517 1.395 -0.10 0.00 -0.17
H 1.670 0.930 -1.267 0.10 -0.05 0.14
H 3.207 0.113 -0.977 -0.07 0.11 0.10
H 2.751 1.505 0.026 -0.09 -0.14 -0.05
```
Positions in Å, forces in eV/Å.

Max |F|   0.3 eV Å⁻¹
Energy relative to the best compared isomer or geometry (same formula, charge and spin)   106.7 kJ/mol
DFT total energy   -8463.24758 eV
Structure (SMILES)   CC(C)[C@H]1O[C@H]1C
2S+1   1



No. 2
Computed, not measured: a 17-piece molecular cluster, C66H177N11O28 overall, with wB97M-V/def2-TZVPD.

```
282
Properties=species:S:1:pos:R:3:forces:R:3
C -2.059 -4.484 -2.452 -0.59 0.50 0.15
O -1.686 -3.205 -2.925 0.44 -0.07 0.37
C -2.720 -2.153 -2.990 1.98 -0.85 -0.50
C -2.346 -1.460 -4.343 -0.25 -0.75 3.10
N -3.186 -2.130 -5.267 -1.41 1.51 -2.17
C -3.024 -1.453 -6.564 0.76 -0.45 0.86
C -3.751 -2.053 -7.685 0.03 -0.75 -2.48
O -3.096 -1.597 -8.921 -1.41 -0.39 -0.31
C -3.707 -2.102 -10.135 0.34 0.18 0.32
H -2.247 -4.503 -1.378 -0.69 0.28 0.12
H -1.291 -5.256 -2.510 0.49 0.43 -0.82
H -2.923 -4.773 -3.051 -0.28 -0.57 0.37
H -2.691 -1.543 -2.088 0.10 0.04 -0.12
H -3.698 -2.620 -3.108 -0.08 0.11 0.16
H -1.279 -1.589 -4.523 0.23 -0.15 -0.01
H -2.476 -0.384 -4.231 -0.65 0.04 -0.52
H -3.039 -3.127 -5.335 0.44 0.03 0.09
H -1.965 -1.537 -6.810 0.26 0.68 -0.34
H -3.361 -0.421 -6.463 0.41 0.13 0.14
H -4.809 -1.795 -7.708 -0.13 0.00 -0.02
H -3.640 -3.137 -7.701 -0.22 -0.32 0.30
H -4.795 -2.078 -10.207 -0.27 0.40 0.70
H -3.468 -3.143 -10.354 0.43 -0.22 0.33
H -3.362 -1.512 -10.984 0.30 0.14 0.27
C -6.838 0.886 4.365 0.66 1.04 0.77
O -7.630 -0.209 4.734 -1.56 -0.18 0.67
C -8.453 -0.001 5.930 -0.50 -1.47 -0.07
C -9.602 -1.103 6.069 1.63 2.05 -1.16
N -10.511 -0.994 4.958 -1.10 -1.15 -0.01
C -11.421 -2.180 4.905 1.19 1.48 -0.22
C -11.866 -2.310 3.445 -0.63 -1.65 1.04
O -10.827 -2.457 2.498 0.99 -0.04 -0.18
C -10.032 -3.650 2.574 -0.25 -0.29 -0.22
H -6.070 1.089 5.111 0.33 -0.27 0.37
H -7.368 1.838 4.336 -0.61 -0.01 -0.29
H -6.297 0.771 3.425 -0.50 -0.62 -0.13
H -8.963 0.960 5.992 0.31 0.32 -0.55
H -7.831 -0.124 6.817 0.30 0.19 0.06
H -10.197 -0.852 6.947 0.41 -0.24 0.42
H -9.096 -2.065 6.147 -0.14 -0.39 0.18
H -10.056 -0.973 4.057 0.55 0.08 0.07
H -12.227 -2.069 5.631 -0.53 0.34 -0.41
H -10.905 -3.049 5.313 0.31 -0.51 -0.49
H -12.518 -1.476 3.182 0.46 0.14 -0.28
H -12.478 -3.212 3.415 -0.37 -0.19 -0.21
H -10.568 -4.560 2.303 -0.83 -0.02 0.45
H -9.524 -3.816 3.524 -0.19 0.28 0.23
H -9.262 -3.707 1.804 0.07 1.08 -0.08
C -2.565 2.606 -5.117 0.45 0.27 -0.42
O -3.140 2.170 -3.902 -0.91 -0.21 -1.11
C -4.450 1.583 -4.104 0.45 0.28 1.98
C -5.064 1.346 -2.681 0.20 0.68 -1.89
N -4.248 0.532 -1.816 -1.97 -0.07 0.52
C -4.793 0.587 -0.424 0.97 -1.50 -0.07
C -6.021 -0.350 -0.209 0.05 -0.68 0.16
O -6.487 -0.377 1.140 -0.15 0.10 0.21
C -7.522 -1.375 1.382 1.22 1.18 -0.70
H -2.503 1.866 -5.915 -0.23 -0.56 0.19
H -1.530 2.892 -4.934 -0.02 0.15 0.21
H -3.094 3.454 -5.551 -0.17 0.24 0.19
H -4.359 0.653 -4.665 0.03 -0.14 0.03
H -5.096 2.271 -4.649 0.02 0.16 -0.10
H -6.059 0.976 -2.927 -0.09 -0.70 0.42
H -5.265 2.302 -2.196 0.10 0.59 -0.16
H -3.297 0.867 -1.875 0.22 0.04 0.46
H -4.980 1.569 0.010 -0.33 0.48 -0.46
H -3.941 0.219 0.147 -0.24 -0.32 0.48
H -5.797 -1.391 -0.439 0.71 -0.12 -0.39
H -6.850 -0.139 -0.885 -0.18 0.60 -0.14
H -7.148 -2.368 1.131 0.16 -0.20 0.12
H -8.353 -1.164 0.710 -0.38 0.00 0.26
H -7.765 -1.294 2.442 -0.19 -0.05 -0.21
C -4.868 2.069 7.942 0.11 -0.69 -0.64
O -3.484 1.686 7.856 -1.04 0.90 -0.14
C -3.035 1.086 9.037 0.33 -0.96 0.42
C -1.563 0.708 8.910 -0.04 0.41 0.09
N -1.021 0.060 10.114 0.26 0.91 -0.10
C 0.439 -0.126 9.918 -0.50 -0.59 0.56
C 1.149 -0.781 11.113 0.50 -0.10 0.25
O 0.569 -2.025 11.402 -1.33 -0.44 -0.51
C 1.066 -2.824 12.427 0.85 0.19 0.91
H -5.145 2.755 8.743 0.57 0.23 0.15
H -5.512 1.197 8.063 0.09 -0.42 0.23
H -5.185 2.477 6.983 0.40 0.29 0.02
H -3.581 0.156 9.195 -0.42 -0.22 0.20
H -3.203 1.722 9.906 0.09 0.19 0.12
H -1.037 1.638 8.694 0.34 -0.09 0.01
H -1.423 0.012 8.083 -0.13 0.22 -0.60
H -1.484 -0.838 10.119 0.31 -0.38 0.48
H 0.912 0.837 9.729 -0.13 0.11 0.12
H 0.565 -0.718 9.012 0.48 -0.29 -0.11
H 1.188 -0.143 11.997 -0.72 0.30 0.24
H 2.216 -0.934 10.948 0.29 0.02 -0.78
H 1.991 -3.343 12.178 0.09 -0.23 -0.52
H 0.340 -3.554 12.785 -0.25 0.06 -0.56
H 1.349 -2.276 13.326 -0.16 0.61 0.15
C 0.088 4.884 3.592 -0.71 0.66 0.23
O 0.845 4.611 2.438 -1.88 1.04 0.07
C 2.198 4.441 2.723 0.00 -0.24 -1.77
C 2.847 4.380 1.283 0.52 -0.76 1.21
N 2.911 5.666 0.607 -0.75 0.51 -0.44
C 3.212 5.647 -0.837 0.15 -1.08 -0.26
C 2.176 4.938 -1.772 -0.80 0.39 1.94
O 2.469 5.199 -3.077 0.45 -0.50 -2.61
C 1.487 4.795 -4.082 1.05 1.20 1.09
H 0.102 4.123 4.373 0.16 -0.61 -0.23
H -0.950 5.091 3.334 0.00 -0.43 -0.35
H 0.373 5.798 4.114 0.60 0.34 -0.14
H 2.154 3.491 3.255 1.47 -0.23 0.14
H 2.540 5.279 3.332 0.45 -0.03 0.08
H 2.235 3.659 0.743 -0.08 -0.23 -0.07
H 3.854 3.971 1.358 0.12 -0.09 0.01
H 1.964 6.010 0.675 -0.25 0.54 0.17
H 4.166 5.138 -0.976 0.14 -0.20 0.16
H 3.422 6.638 -1.239 -0.44 0.29 0.30
H 1.173 5.324 -1.588 -0.37 0.27 0.56
H 2.105 3.875 -1.539 0.24 -0.42 -0.11
H 1.963 5.058 -5.027 -0.12 -0.21 -0.04
H 0.624 5.447 -3.943 -0.34 -0.21 -0.08
H 1.203 3.743 -4.060 0.15 -0.09 0.26
C 8.870 -1.185 1.443 -0.33 -0.51 0.93
O 7.798 -1.928 0.830 1.28 1.55 -0.96
C 6.604 -1.844 1.538 -0.62 -0.16 1.36
C 5.534 -2.599 0.794 1.10 -0.77 0.48
N 5.008 -1.833 -0.296 -1.77 -0.82 -1.33
C 4.096 -2.593 -1.185 -0.22 -0.20 -0.76
C 4.819 -3.608 -2.128 -0.01 1.01 0.81
O 5.774 -2.883 -2.885 -0.67 0.79 -0.24
C 6.583 -3.767 -3.612 0.69 0.13 0.53
H 9.275 -1.837 2.218 0.42 -0.04 0.03
H 8.570 -0.285 1.979 -0.67 0.06 -0.10
H 9.671 -0.833 0.793 -0.31 -0.63 -0.61
H 6.223 -0.855 1.794 0.34 0.68 -0.66
H 6.773 -2.230 2.543 -0.13 -0.72 0.23
H 4.752 -2.915 1.485 -0.38 0.52 -0.02
H 5.988 -3.546 0.502 0.19 -0.28 -0.38
H 5.606 -1.627 -1.083 1.77 0.44 0.81
H 3.676 -1.790 -1.791 -0.16 -0.26 -0.52
H 3.220 -3.084 -0.761 0.22 -0.03 0.71
H 4.092 -4.119 -2.760 -0.17 0.02 -0.24
H 5.376 -4.375 -1.590 -0.16 -0.21 0.42
H 5.952 -4.394 -4.240 0.32 -0.40 -0.04
H 7.182 -4.276 -2.856 -0.07 -0.98 -0.21
H 7.348 -3.255 -4.196 -0.47 0.46 -0.25
C 1.652 0.643 -3.552 -0.69 0.42 0.89
O 1.238 1.197 -2.268 -0.03 -1.21 -0.23
C 1.301 0.158 -1.254 1.21 0.73 0.17
C 1.211 0.680 0.157 -1.15 -0.88 0.25
N -0.195 0.643 0.570 0.38 0.46 0.48
C -0.436 1.215 1.909 0.27 -0.24 -2.12
C -1.820 0.871 2.383 1.26 -0.06 0.65
O -1.738 1.372 3.680 -0.67 0.80 1.65
C -2.798 0.982 4.498 -1.06 -0.35 0.21
H 1.072 -0.236 -3.830 -0.04 -0.32 0.29
H 2.707 0.389 -3.453 0.11 0.10 -0.44
H 1.404 1.359 -4.336 0.51 0.22 0.14
H 2.299 -0.281 -1.266 0.10 -0.24 -0.65
H 0.531 -0.605 -1.371 -0.07 -0.06 -0.45
H 1.797 1.586 0.317 -0.21 0.35 -0.10
H 1.682 -0.087 0.772 0.46 0.01 0.13
H -0.766 1.055 -0.154 -0.28 0.35 0.26
H -0.226 2.285 1.930 -0.05 0.22 0.23
H 0.228 0.711 2.611 0.21 0.13 0.00
H -1.795 -0.218 2.418 -0.80 -0.27 -0.16
H -2.687 1.279 1.864 0.02 -0.03 -0.38
H -3.775 1.296 4.130 -0.22 0.14 -0.67
H -2.820 1.397 5.506 0.97 0.07 -0.01
H -2.851 -0.105 4.559 0.07 -0.29 0.18
C 3.858 2.025 -6.822 -0.51 1.18 0.55
O 3.483 0.737 -6.498 0.32 -2.04 0.65
C 4.609 -0.147 -6.304 -0.79 -0.14 -0.26
C 4.208 -1.521 -5.745 -0.01 0.45 -0.06
N 3.485 -2.321 -6.741 -0.32 -0.06 0.89
C 3.677 -3.764 -6.470 0.60 0.18 -1.91
C 3.033 -4.520 -7.632 -0.10 -1.78 0.11
O 3.461 -5.934 -7.592 -1.32 0.72 -0.73
C 2.559 -6.811 -8.351 0.87 0.65 0.79
H 2.943 2.607 -6.931 -0.18 -0.12 -0.60
H 4.469 2.071 -7.723 0.18 0.18 0.03
H 4.282 2.518 -5.947 0.93 0.01 -0.06
H 5.411 0.308 -5.722 -0.25 0.24 0.49
H 5.058 -0.309 -7.284 0.15 -0.13 -0.36
H 3.646 -1.485 -4.811 -0.35 0.40 -0.08
H 5.111 -2.048 -5.437 0.52 0.07 -0.13
H 3.986 -2.180 -7.607 -0.21 0.15 -0.38
H 3.266 -4.182 -5.551 0.00 0.57 0.20
H 4.763 -3.849 -6.504 0.18 -0.97 0.38
H 3.195 -4.158 -8.647 0.71 0.43 0.04
H 1.956 -4.395 -7.522 -0.32 -0.47 0.24
H 1.604 -6.866 -7.828 -0.10 -0.06 -0.11
H 3.019 -7.797 -8.413 0.07 0.09 0.39
H 2.412 -6.511 -9.389 0.00 0.50 0.00
C 5.365 4.820 -4.044 -0.64 0.05 0.70
O 5.819 3.533 -3.665 1.19 0.40 -0.22
C 4.987 2.814 -2.789 -0.42 -0.46 -0.05
C 5.817 1.638 -2.219 -0.15 0.58 0.51
N 6.550 2.051 -1.005 -0.32 -0.49 0.42
C 7.679 1.112 -0.635 -1.22 1.94 -2.06
C 8.837 1.523 -1.538 0.75 -2.62 -0.01
O 9.261 2.765 -1.235 1.23 3.37 0.91
C 10.512 3.135 -1.817 0.26 -0.24 0.48
H 5.156 5.410 -3.151 -0.37 -0.01 0.11
H 4.446 4.708 -4.620 -0.10 0.29 -0.08
H 6.081 5.437 -4.586 0.43 -0.80 -0.27
H 4.063 2.547 -3.301 0.01 -0.94 -0.62
H 4.491 3.415 -2.026 0.86 0.40 0.66
H 6.517 1.284 -2.977 -0.10 -0.04 -0.42
H 5.196 0.799 -1.904 -0.34 -0.05 -0.33
H 6.937 2.965 -1.189 0.20 0.19 0.20
H 7.335 0.106 -0.879 0.23 -0.13 0.29
H 7.928 1.232 0.419 -0.02 -0.07 -0.15
H 8.672 1.489 -2.615 -0.75 -0.43 -0.25
H 9.636 0.803 -1.359 0.49 -0.37 0.02
H 11.344 2.644 -1.311 -0.04 -1.01 -0.22
H 10.855 4.152 -1.626 -1.24 0.47 -0.01
H 10.523 2.962 -2.894 0.03 -0.16 -0.05
C -3.388 4.589 4.809 -0.86 0.07 0.53
O -2.875 5.889 4.904 -0.56 2.10 -1.16
C -3.799 6.941 4.351 0.72 -1.36 -0.32
C -3.873 6.916 2.818 0.67 0.44 0.48
N -2.743 7.583 2.146 -0.83 -0.50 1.28
C -2.918 7.673 0.712 0.97 -0.93 0.89
C -2.998 6.307 0.021 0.46 -0.98 -1.17
O -1.785 5.532 0.055 0.62 0.38 0.91
C -1.829 4.101 -0.099 -0.24 0.93 -0.44
H -2.734 3.915 5.362 -0.02 0.10 -0.03
H -3.572 4.171 3.819 0.49 0.23 -0.47
H -4.380 4.629 5.260 -0.27 -0.48 0.41
H -3.506 7.927 4.710 0.45 -0.29 0.12
H -4.814 6.753 4.701 -0.07 -0.27 0.36
H -4.774 7.448 2.514 -0.17 0.06 0.03
H -4.011 5.871 2.538 -0.02 -0.20 -0.24
H -1.894 7.085 2.370 0.22 -0.07 -0.06
H -2.027 8.231 0.423 -0.23 0.04 -0.82
H -3.830 8.251 0.564 0.03 -0.03 -0.52
H -3.155 6.462 -1.047 -0.60 0.19 -0.20
H -3.794 5.672 0.410 -0.34 0.25 0.09
H -0.860 3.778 -0.480 0.04 0.20 0.14
H -2.555 3.811 -0.858 -0.22 -0.03 -0.01
H -2.021 3.561 0.828 -0.16 0.17 0.26
C 3.014 -9.086 1.865 0.43 0.25 -0.48
O 3.181 -8.650 0.518 -0.19 -0.07 0.13
C 3.942 -7.455 0.380 1.15 0.04 -0.78
C 3.419 -6.266 1.169 0.18 -0.73 -0.28
N 2.055 -6.151 0.792 -1.05 0.86 0.63
C 1.311 -5.197 1.633 -1.11 -0.21 -1.11
C 0.277 -4.497 0.704 0.25 -1.17 0.81
O -0.426 -3.583 1.461 0.09 0.89 0.60
C -1.239 -2.726 0.708 -0.42 1.00 0.72
H 2.419 -9.996 1.934 -0.16 0.16 -0.52
H 2.509 -8.283 2.402 0.15 -0.26 0.61
H 3.997 -9.344 2.258 0.06 0.29 0.50
H 3.970 -7.278 -0.696 -0.64 0.32 -0.07
H 5.009 -7.591 0.554 0.22 -0.48 0.77
H 3.905 -5.311 0.971 0.50 -0.23 -0.16
H 3.519 -6.495 2.230 0.32 0.19 0.43
H 1.674 -7.080 0.904 -0.49 0.03 -0.27
H 1.923 -4.442 2.126 0.47 0.14 -0.56
H 0.827 -5.681 2.482 -0.39 -0.22 -0.02
H -0.500 -5.156 0.318 0.39 -0.87 -0.31
H 0.812 -4.102 -0.159 0.11 0.50 -0.07
H -1.634 -2.028 1.446 0.13 0.28 -0.24
H -2.138 -3.154 0.265 0.18 -0.68 -0.23
H -0.660 -2.181 -0.037 -0.08 0.04 -0.12
O 4.519 0.784 0.609 -0.59 0.46 0.43
H 5.070 1.408 0.136 0.65 0.81 -0.21
H 4.767 -0.071 0.255 -0.12 -1.00 -0.25
O -1.435 1.640 -1.987 -0.28 -0.12 0.50
H -1.742 2.008 -2.816 -0.55 0.09 -0.23
H -0.496 1.504 -2.117 0.92 -0.07 -0.13
O 3.820 0.596 3.230 -0.07 0.08 0.85
H 3.422 -0.271 3.156 -0.24 -0.32 0.14
H 4.282 0.720 2.401 0.10 0.21 -0.72
O 0.745 -2.269 -6.020 -0.97 0.08 0.17
H 0.879 -2.785 -5.226 -0.18 -0.10 0.32
H 1.621 -2.166 -6.391 1.04 0.12 -0.50
O 1.952 -1.983 3.454 0.41 0.17 0.03
H 1.702 -2.854 3.763 -0.12 -0.17 0.12
H 1.313 -1.778 2.771 -0.35 0.03 -0.26
O 0.426 0.682 -6.957 -0.36 0.52 -0.07
H 0.349 -0.235 -6.692 -0.06 -0.50 0.21
H 1.360 0.804 -7.131 0.39 -0.11 0.04
```
Positions in Å, forces in eV/Å.

Max |F|   3.7 eV Å⁻¹
Energy relative to the best compared isomer or geometry (same formula, charge and spin)   381.9 kJ/mol
DFT total energy   -145015.24579 eV
2S+1   1